ORCA calculation (ωB97M-V/def2-TZVPD) on 5 unconnected molecules or ions with the total composition C2H15NO4S.

Its SMILES is NCCS.O.O.O.O. The value obtained for the energy above the lowest of the compared OMol25 structures with the same formula, charge and spin is 19.1 kJ/mol. The HOMO energy comes out at -9.10 eV. As for the spin multiplicity: 1. The calculation puts the frontier orbital gap at 9.659 eV.

Each atom is followed by the atoms it is bonded to, with distances in Å.
Element x y z (Å)
1 S -3.17 0.59 -0.08  C4 1.827, H7 1.339
2 H 1.87 0.75 0.89  O15 0.971
3 O 1.87 1.29 -0.83  H10 0.962, H21 0.976
4 C -1.94 -0.75 -0.26  S1 1.827, C8 1.519, H12 1.093, H17 1.089
5 H 0.00 3.02 0.48  O22 0.959
6 H 2.41 1.08 2.36  O15 0.955
7 H -2.43 1.70 -0.23  S1 1.339
8 C -1.04 -0.93 0.95  C4 1.519, N9 1.469, H18 1.087, H20 1.076
9 N 0.03 -1.91 0.71  C8 1.469, H16 1.009, H19 1.006
10 H 1.43 1.83 -1.49  O3 0.962
11 H 0.52 -1.37 -1.10  O13 0.982
12 H -1.33 -0.49 -1.13  C4 1.093
13 O 1.26 -1.22 -1.72  H11 0.982, H14 0.957
14 H 1.39 -1.99 -2.27  O13 0.957
15 O 1.93 0.46 1.81  H2 0.971, H6 0.955
16 H 0.97 -1.66 0.96  N9 1.009
17 H -2.57 -1.60 -0.54  C4 1.089
18 H -1.62 -1.30 1.79  C8 1.087
19 H -0.23 -2.87 0.85  N9 1.006
20 H -0.57 0.01 1.18  C8 1.076
21 H 1.80 0.39 -1.22  O3 0.976
22 O -0.29 2.95 -0.43  H5 0.959, H23 0.957
23 H -0.29 2.03 -0.67  O22 0.957